Entry 1:
DFT (wB97M-V/def2-TZVPD) results for a 2-piece molecular cluster, C5H14O2 overall.

Summary:
Max |F|   0.66 eV/A
LUMO level   0.74 eV
Energy   -349.365686 Eh
HOMO level   -10.227 eV
Relative energy (zero: lowest compared OMol25 entry of this formula, charge and spin)   6.3 kcal/mol

The geometry in XYZ format:
```
21
Properties=species:S:1:pos:R:3:mulliken_charge:R:1
C -1.783 -0.045 -0.726 -1.045
C -0.749 0.995 -1.162 -0.384
C 0.650 0.429 -1.383 -0.751
C 1.262 -0.296 -0.163 -0.543
C 1.214 0.483 1.153 -0.512
O 1.562 1.851 1.042 -0.529
H -1.402 -1.065 -0.712 0.306
H -2.674 -0.059 -1.355 0.348
H -2.164 0.144 0.281 0.194
H -0.685 1.794 -0.419 0.305
H -1.066 1.477 -2.087 0.368
H 1.314 1.223 -1.723 0.368
H 0.613 -0.333 -2.167 0.331
H 2.299 -0.551 -0.386 0.334
H 0.712 -1.228 -0.029 0.348
H 1.870 -0.021 1.871 0.320
H 0.205 0.461 1.570 0.225
H 2.262 1.957 0.381 0.325
O -1.376 -2.573 1.720 -0.628
H -1.370 -1.661 2.031 0.304
H -0.693 -2.983 2.261 0.313
```


Entry 2:
DFT (wB97M-V/def2-TZVPD) results for a 3-piece molecular cluster, C5H14O3 overall.

Summary:
Max |F|   1.07 eV/A
LUMO level   0.53 eV
Energy   -424.576896 Eh
HOMO level   -9.602 eV
Relative energy (zero: lowest compared OMol25 entry of this formula, charge and spin)   18.4 kcal/mol

The geometry in XYZ format:
```
22
Properties=species:S:1:pos:R:3:mulliken_charge:R:1
C -2.708 0.078 -0.151 -1.097
C -1.455 0.870 0.248 -0.439
C -0.174 0.081 0.369 -0.253
C 0.032 -1.020 1.079 -0.234
C 1.442 -1.480 1.365 -0.629
O 2.392 -0.381 1.461 -0.520
H -3.025 0.379 -1.149 0.342
H -3.526 0.248 0.549 0.299
H -2.528 -0.993 -0.230 0.350
H -1.512 1.432 1.183 0.398
H -1.305 1.673 -0.469 0.336
H 0.692 0.618 0.030 0.197
H -0.773 -1.578 1.543 0.370
H 1.838 -2.106 0.568 0.207
H 1.514 -1.993 2.315 0.411
H 2.352 -0.025 2.352 0.292
O -0.672 -0.223 -3.011 -0.635
H -0.407 0.004 -2.114 0.333
H 0.105 -0.597 -3.431 0.299
O 2.463 1.978 -1.085 -0.649
H 2.921 1.157 -1.296 0.321
H 2.335 1.876 -0.126 0.302
```


Entry 3:
DFT (wB97M-V/def2-TZVPD) results for a 4-piece molecular cluster, C5H14O3 overall.

Summary:
Max |F|   2.16 eV/A
LUMO level   0.49 eV
Energy   -424.548223 Eh
HOMO level   -9.296 eV
Relative energy (zero: lowest compared OMol25 entry of this formula, charge and spin)   36.4 kcal/mol

The geometry in XYZ format:
```
22
Properties=species:S:1:pos:R:3:mulliken_charge:R:1
C -0.853 1.549 1.407 -0.710
C -1.453 0.388 1.183 -0.387
C -1.083 -0.432 0.005 -0.301
C -1.210 -0.050 -1.264 -0.053
C -0.542 -0.823 -2.358 -1.200
H -0.874 2.171 2.292 0.312
H -0.146 1.920 0.667 0.262
H -2.259 -0.047 1.768 0.323
H -0.622 -1.394 0.208 0.382
H -1.533 0.967 -1.469 0.421
H -1.026 -1.747 -2.629 0.306
H 0.490 -1.119 -2.143 0.315
H -0.320 -0.262 -3.268 0.348
O 0.606 -1.374 2.647 -0.637
H 0.079 -1.132 3.423 0.309
H 0.915 -0.468 2.488 0.330
O 3.420 -3.104 1.681 -0.641
H 3.027 -3.561 0.934 0.312
H 2.698 -2.873 2.271 0.315
O -0.031 3.817 -3.003 -0.624
H -0.074 4.202 -2.108 0.309
H 0.791 3.371 -2.732 0.310
```


Entry 4:
DFT (wB97M-V/def2-TZVPD) results for a 4-piece molecular cluster, C5H14O3 overall.

Summary:
Max |F|   2.21 eV/A
LUMO level   -4.69 eV
Energy   -424.281534 Eh
HOMO level   -9.125 eV
Relative energy (zero: lowest compared OMol25 entry of this formula, charge and spin)   203.7 kcal/mol

The geometry in XYZ format:
```
22
Properties=species:S:1:pos:R:3:mulliken_charge:R:1
O -2.595 -0.804 -0.897 -0.553
C -0.834 0.817 -1.922 -0.490
C -0.221 1.168 -0.725 0.168
C -0.838 0.833 0.488 -1.041
C -0.645 -0.609 1.034 -0.246
C 0.452 -0.602 2.073 -1.218
H -0.273 0.983 -2.839 0.288
H -1.925 0.601 -1.995 0.402
H 0.709 1.739 -0.847 0.434
H -1.927 1.021 0.353 0.473
H -0.536 1.496 1.271 0.489
H -0.347 -1.231 0.209 0.414
H -1.602 -0.938 1.446 0.363
H 0.528 -1.583 2.563 0.337
H 0.521 0.235 2.758 0.357
H 1.366 -0.510 1.450 0.296
H -3.128 -1.536 -1.286 0.201
H 1.876 -0.301 -0.633 0.316
O 2.311 0.699 0.351 -0.798
H 3.064 1.098 -0.115 0.211
H 2.426 -1.559 -1.402 0.273
O 1.616 -1.016 -1.333 -0.675
```


Entry 5:
DFT (wB97M-V/def2-TZVPD) results for a 4-piece molecular cluster, C5H14O3 overall.

Summary:
Max |F|   2.88 eV/A
LUMO level   0.60 eV
Energy   -424.527502 Eh
HOMO level   -9.618 eV
Relative energy (zero: lowest compared OMol25 entry of this formula, charge and spin)   49.4 kcal/mol

The geometry in XYZ format:
```
22
Properties=species:S:1:pos:R:3:mulliken_charge:R:1
C 1.427 -2.924 -1.273 -0.981
C 1.126 -1.843 -0.584 0.165
C 2.175 -0.854 -0.127 -0.473
C 1.687 0.571 0.117 -0.019
C 0.444 0.955 0.331 -0.727
H 0.873 -3.827 -1.579 0.255
H 2.384 -3.281 -1.698 0.226
H 0.126 -1.489 -0.363 0.210
H 2.751 -1.267 0.692 0.303
H 2.839 -0.733 -1.003 0.256
H 2.534 1.228 -0.033 0.251
H 0.291 2.021 0.553 0.216
H -0.316 0.318 0.747 0.317
O 3.062 4.864 0.436 -0.654
H 2.543 5.488 -0.080 0.318
H 2.577 4.024 0.470 0.338
O -3.790 -3.124 2.327 -0.641
H -3.351 -3.690 2.976 0.321
H -4.718 -3.309 2.515 0.319
O -4.370 1.616 -1.695 -0.642
H -3.647 1.050 -1.947 0.318
H -4.862 1.256 -0.943 0.322
```


Entry 6:
DFT (wB97M-V/def2-TZVPD) results for a 4-piece molecular cluster, C5H14O3 overall.

Summary:
Spin multiplicity   2
Net charge   +1
Expectation value of S²   0.783
Max |F|   2.34 eV/A
LUMO level (alpha / beta)   -5.50 / -7.77 eV
Energy   -424.252822 Eh
HOMO level (alpha / beta)   -14.603 / -14.767 eV
Relative energy (zero: lowest compared OMol25 entry of this formula, charge and spin)   1.0 kcal/mol

The geometry in XYZ format:
```
22
Properties=species:S:1:pos:R:3:mulliken_spin:R:1
C 1.569 -0.302 1.903 0.027
C 0.690 0.695 1.303 0.324
C 0.008 0.434 0.121 0.100
C -0.190 1.415 -0.872 0.077
C -1.128 1.180 -1.827 0.251
H 1.611 -0.322 2.992 0.027
H 2.599 -0.260 1.566 0.036
H 1.112 -1.266 1.661 -0.005
H 0.729 1.730 1.639 0.023
H -0.378 -0.574 -0.079 0.086
H 0.542 2.202 -0.934 0.007
H -1.315 1.801 -2.683 0.010
H -1.553 0.185 -1.888 0.031
H 2.992 1.057 -0.219 0.001
H 3.919 -0.132 -0.205 0.000
O 3.426 0.437 -0.814 0.002
H -3.730 -0.517 -0.082 0.000
H -2.375 0.242 0.352 0.003
O -2.948 -0.514 0.477 0.000
H -1.965 -1.920 0.033 -0.001
H -1.375 -3.338 -0.210 0.000
O -1.216 -2.398 -0.370 0.002
```


Entry 7:
DFT (wB97M-V/def2-TZVPD) results for a 2-piece molecular cluster, C5H14OS2 overall.

Summary:
Max |F|   3.24 eV/A
LUMO level   0.62 eV
Energy   -1070.442102 Eh
HOMO level   -8.599 eV
Relative energy (zero: lowest compared OMol25 entry of this formula, charge and spin)   50.3 kcal/mol

The geometry in XYZ format:
```
22
Properties=species:S:1:pos:R:3:mulliken_charge:R:1
C -2.522 1.188 0.349 -1.261
C -1.399 0.539 -0.425 0.167
C -0.099 1.070 0.009 -0.862
S 1.203 -0.082 -0.394 -0.161
C 2.101 -0.252 1.151 -0.710
S 3.583 -1.385 1.139 -0.026
C 2.709 -2.937 0.604 -0.838
H -2.473 2.273 0.540 0.304
H -2.602 0.665 1.317 0.406
H -3.429 0.975 -0.241 0.333
H -1.571 -0.543 -0.266 0.282
H -1.460 0.733 -1.513 -0.405
H -0.055 1.247 1.101 0.410
H 0.043 2.045 -0.496 0.405
H 2.478 0.684 1.607 0.372
H 1.356 -0.688 1.844 0.350
H 3.511 -3.692 0.542 0.306
H 2.151 -2.938 -0.347 0.290
H 2.020 -3.221 1.417 0.266
O -2.152 1.700 -2.678 -0.619
H -1.195 1.867 -2.837 0.383
H -2.199 0.752 -2.420 0.607
```


Entry 8:
DFT (wB97M-V/def2-TZVPD) results for a 2-piece molecular cluster, C5H14P overall.

Summary:
Net charge   +1
Max |F|   4.68 eV/A
LUMO level   -4.97 eV
Energy   -539.890896 Eh
HOMO level   -13.426 eV
Relative energy (zero: lowest compared OMol25 entry of this formula, charge and spin)   81.1 kcal/mol

The geometry in XYZ format:
```
20
Properties=species:S:1:pos:R:3:mulliken_charge:R:1
C 0.029 2.219 1.725 -0.837
C -0.975 -0.998 -2.082 -0.962
C 1.708 -0.311 -0.702 -1.005
C -0.049 -2.027 0.469 -1.199
C -0.964 1.803 0.756 -0.410
P -0.096 -0.472 -0.582 0.542
H 1.000 2.792 1.494 0.323
H -0.525 3.049 2.192 0.371
H 0.113 1.461 2.561 0.285
H -2.019 -0.763 -1.939 0.336
H -0.876 -2.137 -2.127 0.321
H -0.668 -0.357 -2.836 0.399
H 2.211 0.499 -1.128 0.383
H 2.105 -1.333 -1.151 0.318
H 2.032 -0.531 0.388 0.287
H 0.651 -1.555 1.122 0.330
H 0.243 -2.877 -0.118 0.411
H -0.931 -2.207 0.962 0.395
H -1.141 2.221 -0.321 0.380
H -1.849 1.523 1.316 0.329
```


Entry 9:
DFT (wB97M-V/def2-TZVPD) results for a 2-piece molecular cluster, C5H14S overall.

Summary:
Max |F|   5.88 eV/A
LUMO level   0.97 eV
Energy   -596.957914 Eh
HOMO level   -9.067 eV
Relative energy (zero: lowest compared OMol25 entry of this formula, charge and spin)   74.9 kcal/mol

The geometry in XYZ format:
```
20
Properties=species:S:1:pos:R:3:mulliken_charge:R:1
C -2.408 0.507 0.129 -1.008
C -2.198 1.227 1.461 -0.108
C -1.084 2.258 1.284 -0.962
H -2.186 -0.509 0.337 0.272
H -3.485 0.171 0.023 0.342
H -1.935 1.087 -0.727 0.292
H -3.161 1.633 1.882 0.301
H -1.796 0.409 2.194 0.211
H -1.371 2.644 0.303 0.306
H -1.020 3.030 2.054 0.317
H 0.043 1.816 1.482 0.096
C 0.414 -1.753 -1.846 -0.839
C 1.789 -1.227 -1.485 -0.523
S 1.900 -0.456 0.253 -0.068
H 0.277 -2.399 -2.789 0.336
H -0.638 -1.129 -1.853 0.142
H 0.144 -2.704 -1.324 0.292
H 2.352 -2.149 -1.106 0.212
H 2.400 -0.922 -2.227 0.496
H 0.892 0.242 0.448 -0.107
```


Entry 10:
DFT (wB97M-V/def2-TZVPD) results for a 2-piece molecular cluster, C5H14S overall.

Summary:
Max |F|   0.87 eV/A
LUMO level   0.96 eV
Energy   -597.067163 Eh
HOMO level   -9.035 eV
Relative energy (zero: lowest compared OMol25 entry of this formula, charge and spin)   6.4 kcal/mol

The geometry in XYZ format:
```
20
Properties=species:S:1:pos:R:3:mulliken_charge:R:1
C -2.176 -0.120 1.541 -1.072
C -3.179 -0.621 0.498 -0.226
C -2.491 -1.103 -0.766 -0.968
H -1.569 0.643 1.066 0.253
H -2.608 0.273 2.441 0.380
H -1.538 -0.951 1.852 0.267
H -3.796 -1.391 0.973 0.268
H -3.912 0.152 0.254 0.273
H -3.050 -1.903 -1.248 0.313
H -1.494 -1.497 -0.578 0.249
H -2.366 -0.307 -1.499 0.280
C 4.115 0.885 -0.908 -0.956
C 2.611 0.989 -0.696 -0.418
S 1.985 -0.481 0.189 -0.242
H 4.370 -0.131 -1.201 0.302
H 4.488 1.627 -1.609 0.323
H 4.598 1.081 0.045 0.267
H 2.057 1.025 -1.623 0.279
H 2.293 1.862 -0.141 0.322
H 1.663 -0.030 1.409 0.107
```